Here is C40H23F4N7O2Pt as an isolated structure from the OMol25 dataset. Energies are from wB97M-V/def2-TZVPD.

Last column: Mulliken charge in e.
Geometry (Å):
Pt -0.290 -0.551 0.782  0.62
O 0.426 -1.267 -0.977  -0.82
C -0.084 -0.186 -1.694  -0.35
N 0.858 0.316 -2.693  -0.55
C 1.403 1.583 -2.194  4.50
C 0.680 1.801 -0.825  -1.39
O 0.977 2.712 -0.070  -0.78
N -0.261 0.856 -0.684  0.31
C 2.905 1.439 -1.997  -1.03
C 3.450 1.047 -0.777  -0.03
C 4.809 0.794 -0.663  -0.85
C 5.645 0.927 -1.762  -0.40
C 5.110 1.312 -2.984  -0.83
C 3.751 1.564 -3.098  -0.25
C 1.038 2.760 -3.083  -1.27
C 1.646 3.999 -2.889  -0.19
C 1.273 5.092 -3.656  -0.88
C 0.281 4.963 -4.619  -0.31
C -0.342 3.737 -4.799  -1.00
C 0.030 2.640 -4.033  -0.23
H 1.592 -0.376 -2.776  0.56
H 2.806 0.931 0.085  0.35
H 5.211 0.479 0.292  0.42
H 6.706 0.727 -1.668  0.37
H 5.752 1.413 -3.851  0.37
H 3.334 1.867 -4.051  0.44
H 2.402 4.101 -2.121  0.46
H 1.752 6.051 -3.494  0.36
H -0.013 5.819 -5.216  0.37
H -1.132 3.632 -5.534  0.40
H -0.459 1.681 -4.146  0.44
C 4.181 -3.102 1.391  -0.39
C 3.207 -3.759 0.654  -0.81
C 1.864 -3.477 0.856  0.24
C 1.471 -2.526 1.797  -1.07
C 2.461 -1.865 2.531  0.49
C 3.801 -2.152 2.331  -0.94
N 0.109 -2.189 1.945  0.36
C -0.591 -2.682 3.004  1.02
C -1.932 -2.292 3.219  0.31
C -2.668 -2.792 4.271  -0.85
C -2.122 -3.713 5.164  -0.60
C -0.808 -4.110 4.967  -0.60
C -0.049 -3.611 3.919  -0.67
H 5.231 -3.316 1.224  0.37
H 3.495 -4.487 -0.096  0.36
H 1.097 -3.959 0.264  0.36
H 2.151 -1.112 3.246  0.45
H 4.556 -1.622 2.903  0.38
H -2.371 -1.568 2.545  -0.31
H -3.689 -2.449 4.401  0.41
H -2.704 -4.098 5.992  0.35
H -0.351 -4.823 5.646  0.33
H 0.974 -3.945 3.800  0.34
C -2.093 -1.728 -0.365  -1.18
H -1.421 -2.571 -0.423  0.68
H -2.971 -1.888 0.253  0.40
F -5.345 0.061 2.561  -0.43
C -4.767 0.631 1.493  0.13
C -4.921 0.013 0.267  -0.06
F -5.630 -1.130 0.217  -0.43
C -4.172 0.402 -0.843  0.77
C -3.458 1.597 -0.718  0.57
C -3.316 2.215 0.504  0.21
F -2.509 3.274 0.585  -0.39
C -3.859 1.670 1.672  0.63
C -3.127 1.877 2.948  -0.64
C -1.914 1.218 2.755  0.81
N -1.089 0.538 2.309  -0.39
C -3.675 2.235 4.179  0.21
N -4.149 2.567 5.184  -0.73
F -2.850 2.112 -1.784  -0.40
C -3.734 -0.586 -1.836  -0.71
C -2.282 -0.955 -1.572  1.17
N -1.400 -0.385 -2.310  -0.21
C -4.593 -1.372 -2.592  0.37
N -5.292 -2.010 -3.264  -0.71

Forces on atoms 1 to 2 (eV/Å):
0.095 0.050 0.150
0.011 -0.037 0.052

E_HOMO (alpha / beta) ... -2.0 / -2.2 eV
Net charge ... -2
Spin multiplicity ... 3
⟨S²⟩ ... 2.037
Gap between HOMO and LUMO (alpha / beta) ... 6.20 / 5.40 eV